A 2-piece molecular cluster, C4H11NS overall. Source: the OMol25 dataset; level of theory: ωB97M-V/def2-TZVPD.

Last column: Mulliken charge in e.
Positions of all 17 atoms, in Å:
C1 -3.32948 1.14046 1.35067  -0.65
C2 -4.04439 1.62149 0.29321  0.03
N1 -4.27183 1.18672 -1.03290  -0.46
H1 -2.85021 0.11574 1.35544  0.18
H2 -2.93588 1.80362 2.17635  0.21
H3 -4.66612 2.41531 0.72493  0.23
H4 -3.91444 0.19396 -1.15084  0.23
H5 -5.13728 1.37151 -1.47453  0.24
C3 4.55989 -0.49664 -0.10133  -0.89
S1 3.60760 -1.75579 0.78253  -0.05
C4 2.34847 -1.71828 -0.34716  -0.79
H6 5.41691 -0.84374 -0.75089  0.29
H7 5.28841 0.03966 0.62284  0.27
H8 3.96932 0.28834 -0.50280  0.33
H9 1.35409 -1.25606 -0.01653  0.25
H10 2.58907 -1.39408 -1.44367  0.27
H11 2.01586 -2.71224 -0.48535  0.32

Summary:
**Highest occupied orbital energy**: -8.3 eV
**LUMO**: 0.907 eV
**Energy above the lowest of the compared OMol25 structures with the same formula, charge and spin**: 2.591 eV
**HOMO-LUMO gap**: 9.23 eV
**SMILES**: C=CN.CSC
**Multiplicity**: 1
**Electronic energy**: -16649.2019 eV